Record 1
A structure of composition C56H42BaF6GeP3, computed with wB97M-V/def2-TZVPD.

Output
Frontier orbital gap ... 7.707 eV
Calculated total energy ... -160130.768 eV
Multiplicity ... 1
Charge ... +1
Relative energy (zero: lowest compared OMol25 entry of this formula, charge and spin) ... 0.0 kJ/mol
Highest occupied orbital energy ... -10.08 eV

CARTESIAN COORDINATES (ANGSTROEM)
Ba: 0.41950 -0.00330 0.60860
F: 0.08130 0.34360 -1.47690
Ge: -0.03830 1.21810 -3.12890
C: 1.78680 0.80800 -3.86770
C: 1.92350 1.09870 -5.22440
C: 3.12900 0.96290 -5.88690
C: 4.23880 0.53110 -5.18830
C: 4.12050 0.24470 -3.84470
C: 2.91530 0.37510 -3.15950
P: 2.94270 -0.10250 -1.36620
C: 4.67880 0.25220 -0.87120
C: 5.75280 -0.57070 -1.21530
C: 7.03960 -0.23010 -0.84630
C: 7.27790 0.92190 -0.11300
C: 6.21310 1.71310 0.28230
C: 4.92390 1.37560 -0.09060
C: 3.13560 -1.90730 -1.50290
C: 2.97080 -2.63530 -2.67270
C: 3.27380 -3.98900 -2.68410
C: 3.73650 -4.61410 -1.53940
C: 3.86890 -3.89500 -0.36010
C: 3.56390 -2.54910 -0.34100
C: -0.13520 3.18890 -2.78940
C: -0.16860 3.88720 -3.99680
C: -0.16210 5.26660 -4.03830
C: -0.12290 5.98280 -2.85400
C: -0.10590 5.30720 -1.65290
C: -0.12090 3.91250 -1.60230
P: -0.07290 3.15480 0.07130
C: 1.32300 4.18080 0.67560
C: 1.25760 5.12000 1.69740
C: 2.37900 5.86920 2.01710
C: 3.56570 5.68630 1.32760
C: 3.63700 4.74850 0.30930
C: 2.52060 4.00200 -0.01430
C: -1.50590 3.92460 0.89540
C: -2.47260 4.66110 0.22160
C: -3.50540 5.25150 0.92670
C: -3.59750 5.09550 2.29830
C: -2.66610 4.31890 2.96910
C: -1.62870 3.73160 2.27060
C: -1.75650 0.67590 -4.00090
C: -1.83900 0.77100 -5.38690
C: -3.04750 0.61180 -6.03820
C: -4.19560 0.37120 -5.30420
C: -4.11660 0.26240 -3.93170
C: -2.90600 0.40730 -3.25890
P: -2.87110 0.12720 -1.43310
C: -3.91250 1.51170 -0.84690
C: -4.43910 2.51460 -1.64940
C: -5.33910 3.42120 -1.11750
C: -5.71470 3.33680 0.21250
C: -5.13540 2.38340 1.03630
C: -4.22490 1.48700 0.51210
C: -4.12630 -1.22260 -1.43700
C: -5.32580 -1.21140 -0.73690
C: -6.18780 -2.29260 -0.82880
C: -5.85920 -3.39000 -1.60640
C: -4.66180 -3.40570 -2.30410
C: -3.80310 -2.32980 -2.21940
H: 1.06630 1.43960 -5.78770
H: 3.20050 1.20080 -6.93500
H: 5.19260 0.41560 -5.67740
H: 4.99270 -0.08950 -3.31020
H: 5.58990 -1.49250 -1.75600
H: 7.85880 -0.87290 -1.13260
H: 8.28690 1.18880 0.15980
H: 6.38290 2.59190 0.88620
H: 4.09660 1.98960 0.23620
H: 2.62290 -2.14750 -3.57450
H: 3.14930 -4.55650 -3.59530
H: 3.97820 -5.66700 -1.55990
H: 4.19840 -4.38930 0.54050
H: 3.67800 -1.97640 0.57400
H: -0.19880 3.33280 -4.92630
H: -0.17980 5.78050 -4.98560
H: -0.10650 7.06050 -2.86230
H: -0.07640 5.86220 -0.72730
H: 0.33490 5.28820 2.23470
H: 2.32190 6.61050 2.79990
H: 4.43570 6.27150 1.58290
H: 4.55770 4.60840 -0.23720
H: 2.55350 3.28840 -0.83230
H: -2.42460 4.77730 -0.85070
H: -4.23560 5.84440 0.39940
H: -4.40340 5.56250 2.84160
H: -2.74550 4.18440 4.03690
H: -0.89390 3.13010 2.79950
H: -0.95190 0.95400 -5.97670
H: -3.09320 0.67760 -7.11250
H: -5.14880 0.26140 -5.79560
H: -5.00790 0.05840 -3.35830
H: -4.16250 2.57880 -2.69240
H: -5.76010 4.18700 -1.75230
H: -6.44540 4.02250 0.61290
H: -5.40610 2.33190 2.08030
H: -3.77330 0.72800 1.14360
H: -5.61540 -0.36350 -0.13150
H: -7.12450 -2.26780 -0.29000
H: -6.53240 -4.23240 -1.66160
H: -4.39280 -4.25280 -2.91550
H: -2.87200 -2.33720 -2.76550
F: -1.53390 -2.60280 -0.48100
C: -0.81910 -2.34290 0.68670
F: -1.78540 -2.44920 1.68310
C: 0.11450 -3.53490 0.84380
F: 1.00740 -3.31910 1.84500
F: -0.44420 -4.71780 1.09480
F: 0.85210 -3.67400 -0.27640

Cartesian forces, eV/Å:
0.59 -0.44 3.68
-0.49 0.86 -4.27
0.19 0.23 0.21
-0.92 0.10 0.28
-0.21 0.01 -0.07
0.00 0.05 -0.03
-0.04 0.02 -0.04
0.01 0.01 0.02
-0.03 0.02 0.34
0.93 -0.01 -0.42
-0.16 0.09 0.06
0.01 0.03 0.08
0.07 -0.06 -0.05
-0.04 0.05 0.05
0.16 0.09 0.05
-0.17 -0.04 -0.08
-0.21 -0.05 0.09
-0.04 0.06 0.06
-0.04 -0.08 -0.09
-0.03 -0.03 0.01
0.01 -0.02 0.04
-0.12 -0.06 -0.05
-0.03 -0.82 0.00
0.01 -0.18 -0.13
0.00 -0.04 -0.08
-0.01 0.02 0.08
0.03 0.00 -0.07
-0.07 -0.22 0.15
-0.16 0.83 -0.20
0.05 -0.19 0.16
-0.06 -0.08 -0.02
0.10 0.08 0.01
0.03 0.02 0.07
0.05 -0.01 -0.06
-0.09 -0.05 0.06
0.02 -0.21 -0.08
0.09 -0.01 0.04
0.07 0.17 0.11
0.06 0.02 0.00
-0.06 0.06 0.12
0.07 -0.14 -0.07
0.90 0.15 0.48
0.25 0.03 -0.13
0.01 0.01 -0.04
-0.01 0.04 0.00
-0.04 0.07 -0.02
0.23 0.00 0.22
-0.70 0.11 0.01
0.25 -0.08 -0.01
0.03 -0.09 -0.01
-0.18 0.07 0.01
-0.06 -0.09 -0.07
-0.12 -0.01 0.04
0.11 0.05 -0.04
0.24 -0.05 0.16
0.12 0.13 -0.06
-0.10 -0.14 -0.01
-0.12 0.00 0.10
0.05 -0.01 -0.06
-0.06 0.05 0.17
-0.03 0.05 -0.09
-0.02 0.03 -0.17
0.10 0.00 -0.09
0.08 0.01 -0.04
-0.02 -0.01 -0.06
0.08 -0.03 -0.01
0.10 0.02 0.07
0.03 0.09 0.06
-0.02 0.07 0.01
0.02 -0.04 -0.02
0.00 -0.03 -0.05
0.01 -0.05 0.00
0.05 -0.03 0.10
0.08 -0.07 0.05
-0.01 0.04 -0.17
-0.01 0.05 -0.14
0.00 0.15 -0.03
0.01 0.11 0.06
-0.02 0.00 0.00
-0.01 0.05 0.08
0.07 0.08 0.02
0.09 -0.02 -0.06
0.10 0.02 -0.05
-0.01 0.03 -0.02
-0.10 0.04 -0.05
-0.10 0.06 0.09
0.00 -0.04 0.11
-0.02 0.04 0.04
0.03 0.00 -0.08
0.02 0.01 -0.17
-0.11 -0.02 -0.09
-0.11 -0.05 0.01
-0.05 0.00 -0.06
-0.06 0.08 -0.05
-0.06 0.10 0.05
0.00 0.01 0.10
-0.06 0.00 0.07
0.03 -0.02 -0.03
-0.04 -0.04 0.03
-0.05 -0.06 -0.03
0.00 -0.12 -0.05
0.13 -0.09 -0.07
0.07 -0.19 -0.28
-0.12 -0.43 -0.04
0.07 -0.01 0.37
-0.07 -0.37 -0.17
0.00 0.35 0.24
-0.22 -0.15 0.03
-0.16 0.07 -0.13

=====

Record 2
An isolated molecule of C4H7NOS, computed with wB97M-V/def2-TZVPD.

Output
Frontier orbital gap ... 9.442 eV
Calculated total energy ... -18633.048 eV
Multiplicity ... 1
Structure (SMILES) ... C[C@@]1(O)N=CCS1
Relative energy (zero: lowest compared OMol25 entry of this formula, charge and spin) ... 144.9 kJ/mol
Highest occupied orbital energy ... -8.57 eV

CARTESIAN COORDINATES (ANGSTROEM)
C: 1.42173 1.18087 -0.44981
C: 0.05468 0.60286 -0.00396
O: -0.69798 1.70912 0.62891
N: -0.68758 0.05045 -0.99350
C: -1.20919 -1.09211 -0.75475
C: -0.73972 -1.80604 0.67861
S: 0.22230 -0.55389 1.47137
H: 1.29066 2.24268 -0.63603
H: 1.89528 0.64103 -1.31646
H: 2.04111 0.99953 0.42490
H: -0.11312 2.47294 0.61256
H: -1.82338 -1.68331 -1.46268
H: -1.53979 -2.07591 1.36646
H: -0.11499 -2.68823 0.43438

Cartesian forces, eV/Å:
-0.12 -1.38 0.03
1.17 2.68 3.09
0.51 -0.64 -1.06
-2.55 -2.67 -1.71
1.43 -0.38 1.95
-0.35 0.29 -1.94
0.53 0.04 -0.52
0.30 0.03 -0.37
-0.72 0.60 0.80
0.46 0.45 -0.14
-0.19 0.12 0.02
0.38 0.72 0.37
-0.32 -0.20 -0.54
-0.54 0.33 0.02

=====

> Which of these has the lowest frontier orbital gap?

C56H42BaF6GeP3

=====

> Among the records above, which one has the lowest highest occupied orbital energy?

C56H42BaF6GeP3

=====

> What is the formula in the first record?

C56H42BaF6GeP3